Record 1
Computed, not measured: a structure of composition C29H36FeGe2IN3O3S at a distorted geometry, with wB97M-V/def2-TZVPD.

2S+1: 6
Energy in eV: -207618.6386
Net charge: +1
Lowest unoccupied orbital energy (alpha / beta) in eV: -2.3 / -3.6
Orbital gap (alpha / beta) in eV: 7.292 / 7.249
Expectation value of S²: 8.76
HOMO (alpha / beta) in hartree: -0.3538 / -0.3971

The geometry in XYZ format:
```
76
Properties=species:S:1:pos:R:3:forces:R:3
Fe -0.059 -0.048 -1.255 -0.68 1.03 1.09
O 0.831 1.923 -0.910 0.07 -0.31 -0.61
N 0.197 3.003 -0.489 -0.46 -0.07 0.23
C 0.855 4.179 -0.487 0.16 0.12 0.00
C 0.234 5.324 -0.066 -0.03 -0.05 0.00
C -1.083 5.249 0.388 -0.03 -0.02 0.02
C -1.727 4.034 0.413 0.07 0.07 -0.01
C -1.081 2.884 -0.048 0.16 -0.09 -0.08
S -1.799 1.331 -0.107 -0.15 -0.57 -0.14
H 1.880 4.128 -0.820 0.00 -0.04 -0.04
H 0.772 6.259 -0.090 0.03 -0.02 0.01
H -1.593 6.144 0.718 -0.01 -0.02 0.04
H -2.736 3.930 0.784 -0.02 0.03 -0.05
N -1.373 -4.335 -2.191 -0.40 0.24 0.46
C -2.532 -3.595 -2.728 0.13 -0.03 -0.13
C -2.129 -2.196 -3.171 0.14 -0.01 -0.01
N -1.963 -1.206 -2.076 0.45 -0.05 0.12
H -1.656 -5.290 -1.988 0.08 -0.01 -0.03
H -1.150 -3.784 -0.398 1.02 -0.05 0.47
H -0.647 -4.393 -2.898 0.07 0.03 0.14
H -3.295 -3.543 -1.948 -0.06 0.01 -0.04
H -2.969 -4.112 -3.586 -0.06 0.03 -0.01
H -2.872 -1.822 -3.873 0.01 0.06 -0.01
H -1.184 -2.278 -3.715 -0.06 0.05 -0.09
H -2.033 -1.671 -1.176 -0.09 -0.04 -0.05
H -2.724 -0.535 -2.094 0.08 0.11 -0.01
C 1.759 -1.990 -2.389 0.01 0.27 0.30
Ge 2.630 -0.272 -1.795 0.53 -0.28 -0.21
C 2.007 0.930 -3.262 0.08 -0.13 0.34
C 4.571 -0.545 -2.152 -0.38 0.07 0.33
Ge 2.054 0.300 0.733 1.41 -0.07 -0.47
C 3.084 1.963 1.122 -0.51 -0.32 -0.13
C 3.943 2.531 0.184 -0.02 -0.08 0.01
C 4.581 3.735 0.446 0.04 0.00 -0.06
C 4.352 4.395 1.646 0.00 0.01 0.02
C 3.495 3.843 2.586 0.03 0.05 0.02
C 2.861 2.636 2.321 -0.01 -0.08 0.00
C 2.886 -1.182 1.796 -0.51 0.33 -0.36
C 3.512 -2.255 1.169 -0.04 0.02 0.01
C 4.020 -3.309 1.916 0.00 -0.04 -0.02
C 3.885 -3.307 3.297 0.02 -0.06 -0.01
C 3.255 -2.245 3.932 0.00 0.03 -0.01
C 2.754 -1.191 3.183 0.25 0.07 0.05
H 2.227 -2.285 -3.329 -0.04 0.10 -0.07
H 0.684 -1.862 -2.585 0.04 -0.20 -0.08
H 1.875 -2.796 -1.666 -0.06 0.04 0.04
H 2.480 0.602 -4.189 -0.06 -0.11 0.00
H 2.267 1.969 -3.078 -0.04 0.01 0.05
H 0.919 0.881 -3.394 0.02 0.08 -0.12
H 4.665 -0.824 -3.201 -0.02 0.00 -0.01
H 4.992 -1.333 -1.530 -0.03 0.00 -0.01
H 5.141 0.366 -1.974 -0.03 0.01 -0.02
H 4.117 2.023 -0.759 0.04 0.09 -0.01
H 5.258 4.159 -0.285 -0.01 0.00 0.00
H 4.845 5.338 1.846 0.01 -0.01 0.01
H 3.321 4.352 3.526 -0.02 0.00 -0.01
H 2.183 2.216 3.057 0.02 0.05 0.03
H 3.618 -2.265 0.089 0.01 -0.07 0.03
H 4.521 -4.130 1.419 0.00 -0.01 0.02
H 4.272 -4.134 3.879 0.01 0.01 0.00
H 3.152 -2.241 5.010 0.00 0.01 0.01
H 2.264 -0.367 3.689 0.09 -0.05 -0.01
I -0.096 -1.466 7.165 0.04 -0.04 -0.30
C -0.184 -1.831 5.100 -0.02 0.06 0.30
C -0.157 -3.141 4.640 -0.03 -0.03 0.02
C -0.247 -3.385 3.282 0.05 0.03 -0.12
C -0.339 -2.319 2.390 0.00 0.00 0.14
C -0.363 -1.008 2.862 -0.17 -0.13 -0.07
C -0.288 -0.762 4.220 -0.16 0.01 0.01
C -0.431 -2.552 0.940 0.35 0.62 -0.02
O -0.888 -3.716 0.586 -0.83 -0.49 -0.80
O -0.093 -1.687 0.122 -0.45 -0.18 -0.20
H -0.083 -3.965 5.335 0.03 0.01 0.01
H -0.224 -4.398 2.905 -0.03 -0.02 0.04
H -0.480 -0.192 2.158 0.02 0.02 0.03
H -0.322 0.253 4.591 -0.01 0.00 0.02
```
Positions in Å, forces in eV/Å.

---

Record 2
Computed, not measured: a structure of composition C29H36FeGe2IN3O3S at a distorted geometry, with wB97M-V/def2-TZVPD.

2S+1: 6
Energy in eV: -207619.5087
Net charge: +1
Lowest unoccupied orbital energy (alpha / beta) in eV: -2.2 / -3.5
Orbital gap (alpha / beta) in eV: 7.225 / 7.374
Expectation value of S²: 8.77
HOMO (alpha / beta) in hartree: -0.3472 / -0.3991

The geometry in XYZ format:
```
76
Properties=species:S:1:pos:R:3:forces:R:3
Fe -0.098 -0.843 -0.848 0.88 0.27 0.73
O 0.118 -2.117 0.723 0.09 -0.35 -0.35
N 1.272 -2.346 1.352 -0.09 0.09 0.15
C 1.245 -3.242 2.365 0.00 0.05 -0.02
C 2.377 -3.514 3.078 -0.02 -0.01 0.00
C 3.558 -2.845 2.746 0.01 0.01 -0.01
C 3.556 -1.930 1.722 0.01 0.01 0.02
C 2.384 -1.658 1.005 -0.03 -0.01 -0.07
S 2.267 -0.531 -0.280 0.11 0.12 0.08
H 0.276 -3.680 2.548 -0.01 -0.01 0.00
H 2.334 -4.232 3.883 0.00 0.01 0.00
H 4.471 -3.043 3.292 -0.01 0.00 -0.01
H 4.450 -1.391 1.444 -0.01 0.00 0.00
N -1.190 1.420 -4.378 0.05 -0.11 -0.22
C -0.088 0.616 -4.951 0.03 -0.09 -0.02
C 0.110 -0.678 -4.173 -0.06 0.12 -0.05
N 0.732 -0.447 -2.851 -0.41 -0.15 -0.11
H -1.346 2.240 -4.960 0.03 -0.04 0.00
H -1.209 2.217 -2.933 0.01 0.27 0.17
H -2.051 0.887 -4.419 -0.09 -0.06 -0.02
H 0.823 1.215 -4.904 0.02 -0.02 -0.03
H -0.257 0.371 -6.002 -0.10 0.04 0.00
H 0.719 -1.374 -4.747 0.06 0.08 -0.03
H -0.860 -1.164 -4.039 0.00 -0.02 -0.05
H 0.808 0.552 -2.689 0.07 0.04 -0.01
H 1.678 -0.811 -2.822 0.01 -0.08 -0.01
C -2.891 -0.543 -1.822 -0.06 -0.01 -0.04
Ge -2.785 -1.489 -0.072 -0.20 0.07 -0.10
C -2.109 -3.251 -0.631 0.00 -0.04 0.02
C -4.639 -1.734 0.500 -0.05 0.01 0.02
Ge -1.532 -0.170 1.655 -0.56 -0.13 -0.20
C -1.486 -1.246 3.282 0.18 0.02 0.06
C -2.112 -2.491 3.360 -0.03 -0.03 -0.05
C -2.012 -3.272 4.503 0.01 0.00 0.02
C -1.268 -2.826 5.587 0.00 -0.01 -0.01
C -0.630 -1.596 5.523 0.00 0.00 0.00
C -0.737 -0.816 4.379 0.01 0.00 0.02
C -2.562 1.482 1.894 0.07 0.08 0.11
C -3.571 1.864 1.010 0.02 -0.01 -0.07
C -4.246 3.068 1.168 -0.02 0.00 0.02
C -3.916 3.916 2.215 -0.02 -0.03 0.01
C -2.910 3.554 3.102 -0.05 -0.02 0.00
C -2.239 2.353 2.938 -0.07 -0.03 0.03
H -3.664 -1.060 -2.398 -0.01 0.03 0.02
H -1.983 -0.584 -2.429 0.06 -0.02 0.05
H -3.153 0.508 -1.717 -0.04 0.00 -0.02
H -2.895 -3.714 -1.233 0.00 -0.02 0.03
H -1.876 -3.887 0.221 -0.03 -0.01 -0.02
H -1.208 -3.209 -1.250 -0.01 0.03 0.02
H -5.166 -2.263 -0.298 -0.02 0.01 0.03
H -5.135 -0.782 0.683 0.03 -0.01 0.00
H -4.696 -2.330 1.410 0.01 0.01 -0.01
H -2.689 -2.868 2.522 0.01 0.02 0.02
H -2.518 -4.229 4.548 0.00 0.01 0.00
H -1.190 -3.434 6.479 0.00 0.01 -0.01
H -0.047 -1.242 6.364 -0.01 0.00 -0.01
H -0.219 0.137 4.347 0.00 -0.01 -0.01
H -3.852 1.219 0.184 0.00 0.01 0.04
H -5.035 3.339 0.478 0.01 -0.01 0.00
H -4.442 4.853 2.342 0.01 0.00 0.00
H -2.646 4.212 3.921 0.00 0.00 0.00
H -1.454 2.094 3.640 0.00 0.00 0.00
I 0.369 6.274 3.785 0.00 0.02 0.03
C 0.036 5.034 2.150 0.03 -0.02 -0.07
C -0.863 5.427 1.166 0.04 0.00 -0.01
C -1.102 4.591 0.090 0.04 0.00 0.01
C -0.462 3.357 0.020 0.02 -0.02 0.00
C 0.438 2.969 1.010 0.02 0.04 0.01
C 0.700 3.816 2.070 0.03 0.02 0.01
C -0.731 2.422 -1.082 -0.37 0.51 -0.48
O -1.204 2.935 -2.198 0.18 -0.22 0.42
O -0.521 1.215 -0.988 0.21 -0.40 0.00
H -1.376 6.375 1.243 0.00 0.00 0.00
H -1.801 4.884 -0.682 0.01 -0.01 -0.01
H 0.936 2.009 0.939 -0.01 -0.01 -0.01
H 1.406 3.528 2.837 0.00 0.01 -0.01
```
Positions in Å, forces in eV/Å.

---

Record 3
Computed, not measured: a structure of composition C29H36MgN8 at a distorted geometry, with wB97M-V/def2-TZVPD.

Energy in eV: -48015.2678
Net charge: -2
Lowest unoccupied orbital energy (alpha / beta) in eV: 4.5 / 4.5
Orbital gap (alpha / beta) in eV: 3.950 / 1.929
HOMO (alpha / beta) in hartree: 0.0199 / 0.0938

The geometry in XYZ format:
```
74
Properties=species:S:1:pos:R:3:forces:R:3
Mg 0.638 -0.227 0.443 0.60 2.37 0.88
N 1.873 2.161 2.292 0.55 -0.84 -0.63
N -1.240 1.509 0.984 -1.74 0.26 -1.69
C 0.211 -2.125 -0.666 0.14 -0.84 0.94
C -0.321 -2.242 0.661 0.85 -0.63 -0.76
C 0.763 -2.119 1.581 0.57 -0.79 -1.06
C 0.672 -2.233 3.058 0.08 -0.06 0.49
H -0.367 -2.185 3.400 0.10 -0.02 -0.03
H 1.220 -1.432 3.570 -0.11 -0.10 -0.16
H 1.103 -3.179 3.410 -0.07 0.02 0.06
C 1.972 -2.011 0.819 -0.88 -0.41 -0.01
C 3.335 -2.225 1.360 0.56 0.34 0.21
H 3.589 -3.301 1.358 -0.07 0.22 -0.08
H 3.406 -1.879 2.399 0.10 -0.02 -0.24
H 4.090 -1.669 0.785 -0.17 -0.21 0.29
C 1.623 -1.927 -0.564 -0.49 -0.77 0.76
C 2.573 -1.802 -1.698 0.37 0.10 -0.30
H 3.371 -1.084 -1.467 -0.12 -0.14 -0.04
H 2.059 -1.457 -2.602 0.10 -0.07 0.07
H 3.047 -2.764 -1.931 0.01 0.06 -0.07
C -1.721 -2.568 1.043 -0.41 0.24 0.16
H -1.748 -3.381 1.785 -0.03 0.17 -0.18
H -2.308 -2.887 0.172 0.10 0.10 0.24
H -2.220 -1.694 1.492 -0.10 -0.24 -0.06
C -0.523 -2.335 -1.941 -0.18 0.25 -0.34
H -0.313 -1.517 -2.646 -0.21 -0.24 -0.03
H -1.606 -2.361 -1.777 0.18 0.03 -0.14
H -0.234 -3.283 -2.425 -0.06 0.28 0.10
C 2.810 2.871 2.985 0.64 2.14 1.69
H 3.832 2.509 3.046 -0.74 0.28 -0.28
C 2.398 4.051 3.588 0.65 -1.29 -0.38
H 3.161 4.689 4.026 -0.13 -0.13 0.13
C 1.043 4.375 3.655 -0.23 2.10 0.70
H 0.732 5.295 4.134 0.07 0.12 0.08
C 0.076 3.516 3.162 0.46 -1.69 -1.31
H -0.999 3.635 3.314 0.45 0.04 0.07
C 0.503 2.394 2.452 -0.70 1.33 1.40
C -0.292 1.342 1.987 -1.04 -2.35 0.58
H -0.341 0.391 2.553 -0.18 0.52 -0.21
C -1.157 0.776 -0.192 -0.53 1.76 1.27
C -2.364 2.357 0.967 0.85 -0.84 0.18
H -2.583 3.013 1.791 -0.03 -0.05 -0.04
C -3.001 2.123 -0.188 0.12 -0.27 -0.89
H -3.891 2.559 -0.609 0.02 -0.06 -0.09
N -2.248 1.162 -0.884 -0.57 0.19 0.10
C -2.580 0.616 -2.164 -0.21 -0.48 -0.23
C -3.522 -0.422 -2.240 0.38 0.30 -0.43
C -3.787 -0.983 -3.493 0.02 0.40 0.05
H -4.524 -1.786 -3.569 0.25 0.22 -0.05
C -3.133 -0.531 -4.640 0.19 -0.33 0.01
C -3.439 -1.131 -5.984 -0.24 0.01 -0.06
H -2.597 -1.734 -6.354 -0.11 0.15 0.05
H -3.631 -0.348 -6.731 0.06 -0.20 0.12
H -4.320 -1.780 -5.924 0.14 0.09 -0.12
C -2.180 0.484 -4.528 -0.16 0.19 0.38
H -1.663 0.842 -5.421 -0.16 -0.18 0.21
C -1.881 1.062 -3.292 -0.41 -0.38 -0.09
C -0.857 2.145 -3.189 0.41 0.35 -0.30
H -1.290 3.100 -2.866 0.04 -0.20 0.12
H -0.428 2.311 -4.182 0.02 0.02 0.13
H -0.032 1.892 -2.510 -0.27 0.04 -0.04
C -4.236 -0.940 -1.031 -0.30 -0.29 0.34
H -5.208 -0.445 -0.900 0.14 -0.01 -0.01
H -3.669 -0.815 -0.103 -0.04 0.08 -0.23
H -4.441 -2.012 -1.153 0.03 0.24 0.02
N 5.469 0.673 1.332 0.79 -0.82 -1.35
N 4.326 1.480 1.430 -0.71 -0.03 0.47
N 4.223 -0.014 4.113 -1.84 -0.11 1.07
C 3.163 -0.032 4.591 0.98 0.10 -0.25
N 2.128 1.089 1.452 0.04 -0.40 -1.51
N 3.304 0.803 1.010 0.97 -0.02 1.10
H 6.081 0.805 2.138 -0.31 0.33 -0.48
H 5.923 0.880 0.445 0.56 -0.01 0.36
H 2.179 -0.048 5.081 0.98 0.11 -0.67
```
Positions in Å, forces in eV/Å.